No. 1
67
Properties=species:S:1:pos:R:3:forces:R:3 method="wB97M-V/def2-TZVPD" spin_multiplicity=1 lumo_energy_ev=-1.13 total_charge=0 de_lowest_ev=3.359 e_homo_ev=-8.042 orbital_gap_ev=6.9
N 18.7082 -13.0805 -2.4304 0.093 0.361 1.823
C 18.7308 -12.2358 -1.3630 0.805 0.447 2.434
C 18.6863 -10.8643 -1.7388 -0.370 -3.208 1.080
C 18.5107 -10.9812 -3.1012 0.750 0.594 -2.229
C 18.5938 -12.3090 -3.4716 -0.194 1.534 -3.830
H 18.9069 -14.0685 -2.4974 -0.119 0.180 0.606
H 18.8889 -12.7134 -0.4073 0.020 0.411 0.122
H 18.8070 -9.9825 -1.1271 -0.242 -0.279 0.000
H 18.5722 -10.1702 -3.8117 -0.369 0.027 -0.066
H 18.7117 -12.7247 -4.4614 -0.342 0.137 -0.107
C 20.5581 -17.0814 -1.3056 0.732 0.328 -0.537
Br 22.1699 -17.1737 -2.5129 -1.195 0.046 0.784
Br 18.9624 -16.5133 -2.2953 0.684 -0.469 0.366
Br 20.9371 -15.9153 0.2041 -0.261 -0.330 -0.480
H 20.3886 -18.0917 -0.9331 -0.014 0.323 -0.159
C 19.7474 -7.8401 -7.8818 -1.475 -0.490 -0.149
Br 19.1518 -9.0454 -9.3584 0.684 0.614 0.819
Br 19.5950 -8.7959 -6.1611 0.367 0.498 -0.840
Br 18.5012 -6.3006 -7.9043 0.876 -0.565 0.155
H 20.7756 -7.5138 -8.0379 -0.353 -0.097 0.012
C 22.1114 -10.3980 -2.9640 -0.244 -0.166 -0.093
Br 23.7417 -10.0668 -4.0456 -0.605 -0.510 1.033
Br 21.2447 -8.6828 -2.6508 0.358 -0.418 0.428
Br 22.2007 -11.6286 -1.3079 0.337 1.431 -1.756
H 21.4353 -10.8892 -3.6638 0.196 -0.244 0.456
C 18.2607 -8.4277 1.9529 -0.478 1.939 -0.753
C 17.5754 -8.8129 3.1004 1.660 -0.511 -1.413
C 18.0077 -9.9797 3.6670 -0.489 -1.896 0.889
C 18.9242 -10.8952 3.0187 0.159 3.712 -0.337
C 19.6493 -10.3604 1.9217 -1.256 -0.268 0.818
C 19.2817 -9.1117 1.3383 1.221 -2.322 1.703
N 19.3407 -12.2024 3.5129 -2.540 -0.078 1.527
O 19.8946 -12.9018 2.7018 0.870 -0.655 0.089
O 18.9102 -12.5730 4.6219 1.119 0.638 -1.552
H 17.9941 -7.4290 1.6400 0.152 0.079 -0.664
H 16.8377 -8.1278 3.4915 0.031 -0.325 0.410
H 17.5388 -10.1139 4.6306 0.256 -1.152 0.182
H 20.5142 -10.9444 1.6435 -0.029 0.139 -0.629
H 20.0058 -8.7890 0.6048 -0.590 0.687 -0.353
C 14.9349 -8.0016 -4.6092 -0.172 -0.734 -1.221
C 16.2904 -7.7999 -4.8235 -0.508 -0.200 -0.021
C 17.0387 -7.3594 -3.7780 1.682 0.955 1.794
C 16.4977 -7.0330 -2.5443 -1.962 -0.195 1.040
C 15.0949 -7.3054 -2.3445 1.199 0.732 0.494
C 14.3507 -7.8115 -3.3787 0.396 0.307 -0.260
N 17.3564 -6.4934 -1.3952 3.159 -0.997 0.445
O 18.6521 -6.3946 -1.5898 -4.873 -0.178 0.281
O 16.8480 -6.3390 -0.2809 0.526 0.017 -2.366
H 14.2920 -8.3800 -5.3901 0.121 0.011 -0.317
H 16.8683 -7.9755 -5.7188 -0.652 -0.211 -0.372
H 18.1101 -7.2616 -3.8721 0.136 0.163 -0.143
H 14.4566 -7.1255 -1.4921 0.954 0.327 0.730
H 13.2966 -7.9903 -3.2261 -0.012 -0.073 -0.057
C 16.5887 -12.9819 0.6903 -0.650 0.347 0.774
C 17.2220 -14.1261 1.1160 1.591 0.266 0.322
C 16.9069 -15.3241 0.6058 -1.659 -3.547 -1.648
C 15.7688 -15.5062 -0.1979 -0.536 1.752 0.150
C 15.0105 -14.3592 -0.4666 0.364 -0.695 -1.249
C 15.4385 -13.0975 -0.0746 0.847 -0.193 -0.638
N 15.3538 -16.7937 -0.8155 0.138 -1.255 1.363
O 14.2011 -16.8148 -1.3419 3.823 -0.831 1.131
O 16.1846 -17.7594 -0.5873 -3.386 2.670 -1.580
H 17.0133 -12.0347 0.9885 -0.193 0.238 -0.158
H 18.1576 -14.1711 1.6537 0.000 0.773 0.376
H 17.4823 -16.2329 0.7029 0.401 0.156 0.584
H 14.2666 -14.4431 -1.2450 -0.425 0.020 0.282
H 15.0910 -12.2495 -0.6460 -0.514 0.229 0.479

No. 2
106
Properties=species:S:1:pos:R:3:forces:R:3 method="wB97M-V/def2-TZVPD" spin_multiplicity=2 lumo_energy_ev="0.54 / 0.54" s2=0.76 total_charge=0 de_lowest_ev=0.000 e_homo_ev="-5.574 / -6.227" orbital_gap_ev="6.1 / 6.8"
Re 0.9763 -0.0968 -0.0021 0.353 0.164 0.357
C -1.8598 1.7702 -5.2319 0.011 0.014 0.006
C -0.8060 1.9010 -4.1315 0.022 -0.004 0.006
C 0.0017 3.1926 -4.2900 -0.007 -0.017 0.020
C 0.1622 0.7294 -4.2097 0.006 -0.019 -0.030
N -1.5343 1.9854 -2.8265 -0.018 0.017 -0.048
C -2.3229 3.0932 -2.5580 -0.017 -0.009 -0.023
C -2.9465 2.8703 -1.3893 0.034 0.025 0.037
N -2.5502 1.6371 -0.9276 -0.022 0.022 0.016
B -3.1230 1.0755 0.3996 0.009 -0.115 0.017
N -3.5383 -0.4092 0.2892 0.031 0.012 -0.073
C -4.6366 -0.6860 -0.5010 -0.007 -0.005 0.063
C -4.8010 -2.0145 -0.5446 0.065 0.000 -0.064
N -3.7830 -2.5846 0.2112 -0.011 -0.031 -0.195
C -3.0136 -1.5817 0.7480 -0.127 0.053 0.184
S -1.7371 -1.7299 1.8518 -0.016 0.034 0.006
C -3.7391 -4.0486 0.4771 -0.032 0.011 0.165
C -4.4950 -4.7725 -0.6432 -0.047 0.027 0.055
C -2.3159 -4.6023 0.4859 0.016 -0.001 -0.124
C -4.4180 -4.2972 1.8234 0.056 -0.021 0.054
N -2.2540 1.3827 1.6468 -0.034 0.027 -0.001
C -2.8763 1.2924 2.8686 -0.010 0.003 0.004
C -2.0529 1.8045 3.7968 -0.051 0.072 -0.023
N -0.9099 2.2269 3.1403 -0.059 0.069 0.114
C -1.0349 1.9100 1.8238 0.089 -0.056 -0.073
S 0.2209 2.1123 0.6232 0.030 0.015 0.064
C 0.2364 2.8690 3.8545 0.081 -0.098 -0.035
C 1.3137 1.8054 4.0213 0.038 0.008 -0.077
C 0.7776 4.0842 3.0980 -0.093 0.060 -0.012
C -0.2523 3.3579 5.2197 0.028 -0.063 0.029
C -1.6835 1.1033 -1.8072 0.039 -0.009 0.048
S -0.9525 -0.4397 -1.5722 -0.391 -0.144 -0.289
H -1.3690 1.7602 -6.2059 0.003 -0.007 0.001
H -2.5675 2.6000 -5.2153 0.002 0.004 -0.010
H -2.4148 0.8383 -5.1146 -0.005 0.002 0.003
H 0.6348 3.1091 -5.1732 -0.004 0.002 -0.009
H 0.6428 3.3390 -3.4210 0.009 -0.011 -0.001
H -0.6277 4.0722 -4.4209 -0.021 0.012 0.019
H 0.6993 0.8278 -5.1561 0.005 0.005 -0.014
H -0.3526 -0.2287 -4.1988 0.020 0.030 -0.008
H 0.8741 0.7593 -3.3863 0.026 -0.003 -0.005
H -2.3839 3.9315 -3.2238 0.011 0.017 -0.016
H -3.6400 3.4791 -0.8389 -0.005 0.004 0.002
H -4.1465 1.7024 0.5632 -0.018 -0.031 0.001
H -5.2121 0.0994 -0.9581 0.008 0.001 -0.010
H -5.5504 -2.5943 -1.0448 0.012 0.008 -0.029
H -4.1479 -4.4423 -1.6232 0.018 -0.040 -0.009
H -5.5742 -4.6313 -0.5823 -0.005 0.032 0.002
H -4.3059 -5.8413 -0.5543 -0.002 0.001 0.017
H -1.8013 -4.3346 -0.4381 -0.020 -0.007 -0.022
H -2.3839 -5.6902 0.5450 0.023 -0.007 0.008
H -1.7369 -4.2300 1.3235 -0.034 -0.002 0.021
H -5.4404 -3.9148 1.8151 -0.004 -0.004 -0.018
H -3.8614 -3.7960 2.6161 -0.003 0.005 -0.008
H -4.4492 -5.3668 2.0390 0.004 -0.004 -0.004
H -3.8549 0.8590 2.9669 -0.011 0.008 -0.001
H -2.1884 1.9034 4.8546 -0.016 0.014 -0.007
H 1.5855 1.4113 3.0411 0.013 0.003 0.040
H 0.9445 0.9816 4.6345 -0.003 -0.014 0.003
H 2.1990 2.2308 4.4979 -0.001 0.013 -0.006
H 1.3524 3.8056 2.2226 0.008 -0.043 -0.026
H 1.4240 4.6423 3.7768 0.008 0.008 -0.022
H -0.0338 4.7422 2.7811 -0.019 0.000 0.027
H -0.4870 2.5378 5.8983 -0.020 -0.020 -0.018
H -1.1268 4.0028 5.1225 0.024 0.036 0.009
H 0.5478 3.9359 5.6793 0.009 -0.012 -0.001
C 3.5961 2.6707 0.3243 -0.027 0.004 -0.008
Si 3.3827 1.7939 -1.3267 -0.010 0.029 0.027
C 3.5074 3.0577 -2.7106 0.032 0.006 0.016
C 4.8526 0.6253 -1.5261 -0.009 -0.007 0.005
O 1.9708 1.0006 -1.4665 -0.070 -0.005 -0.093
H 4.6519 2.8016 0.5754 0.012 0.020 -0.044
H 3.1296 2.0851 1.1187 0.009 0.003 0.032
H 3.1243 3.6563 0.3162 -0.029 -0.018 0.011
H 4.5131 3.4849 -2.7550 0.001 0.011 -0.002
H 2.8039 3.8804 -2.5646 -0.010 -0.005 0.001
H 3.2968 2.5987 -3.6803 -0.002 -0.005 0.002
H 5.7771 1.1009 -1.1891 -0.009 0.018 -0.002
H 4.9938 0.3361 -2.5704 0.006 -0.011 0.009
H 4.7154 -0.2877 -0.9401 0.006 0.000 0.026
C 2.8015 -1.5837 -2.9949 -0.001 -0.010 0.007
C 1.9693 -2.4072 -2.0860 -0.023 -0.017 0.015
N 1.3234 -2.0231 -1.0008 0.125 -0.058 -0.105
C 0.6679 -3.1347 -0.5018 -0.019 0.008 0.006
C 0.9332 -4.2021 -1.2897 0.009 0.001 -0.007
N 1.7609 -3.7273 -2.2848 -0.020 0.002 -0.015
H 2.6217 -0.5342 -2.7762 -0.017 0.000 -0.009
H 2.5511 -1.7952 -4.0360 -0.007 0.008 -0.002
H 3.8608 -1.7965 -2.8423 0.005 -0.002 -0.009
H 0.0358 -3.0501 0.3684 0.044 0.032 0.003
H 0.6129 -5.2268 -1.2417 0.000 -0.007 -0.001
H 2.1246 -4.2506 -3.0611 0.012 -0.002 0.012
C 3.4432 -2.5172 1.3455 -0.009 -0.003 -0.018
C 2.7906 -1.4123 2.1812 -0.070 0.013 0.002
C 2.1163 -2.0307 3.4072 0.011 -0.011 -0.013
C 3.8722 -0.4119 2.5959 0.016 -0.015 0.011
N 1.7876 -0.7214 1.3917 0.091 -0.024 0.065
H 4.2841 -2.9399 1.8993 -0.003 -0.013 0.002
H 3.8157 -2.1125 0.4030 0.009 0.008 0.001
H 2.7376 -3.3179 1.1267 -0.018 0.000 -0.018
H 2.8152 -2.6786 3.9413 0.005 0.013 0.013
H 1.2522 -2.6204 3.0972 0.005 -0.012 0.004
H 1.7707 -1.2578 4.0928 -0.043 0.050 0.001
H 4.6118 -0.9028 3.2328 0.003 -0.004 -0.005
H 3.4460 0.4253 3.1466 0.010 -0.036 0.005
H 4.3785 -0.0159 1.7141 0.004 -0.001 -0.014

No. 3
65
Properties=species:S:1:pos:R:3:forces:R:3 method="wB97M-V/def2-TZVPD" spin_multiplicity=1 lumo_energy_ev=-8.45 total_charge=+3 e_homo_ev=-18.084 orbital_gap_ev=9.6
Lu -0.2803 0.2065 -0.0736 0.061 0.321 -0.131
C 2.9577 0.2093 -0.1626 0.256 0.135 -0.205
N 1.9421 -0.6402 0.4922 -0.150 0.046 -0.102
C 2.1239 -2.0530 0.1019 -0.021 -0.399 -0.219
C 0.8674 -2.8801 0.2665 0.117 -0.064 0.023
C 0.9724 -4.2539 0.4510 -0.085 0.146 -0.001
C -0.1753 -5.0182 0.5738 -0.041 0.291 -0.006
C -1.4023 -4.3686 0.5418 0.095 0.073 -0.031
C -1.4206 -3.0028 0.3437 -0.108 0.022 -0.077
N -0.3179 -2.2499 0.1770 0.175 0.020 -0.013
C 2.0717 -0.4991 1.9685 -0.076 0.167 0.412
C 0.7896 -0.6799 2.7532 0.135 -0.091 0.196
C 0.8345 -1.2564 4.0172 -0.020 0.108 -0.228
C -0.3081 -1.2847 4.8021 -0.072 0.199 -0.271
C -1.4764 -0.7398 4.2852 0.091 -0.006 -0.061
C -1.4518 -0.2155 3.0067 -0.136 0.119 0.102
N -0.3469 -0.1637 2.2424 0.039 -0.154 0.253
C 2.6220 1.6804 -0.0613 0.030 0.018 0.045
C 3.5913 2.6293 -0.3652 -0.198 -0.005 0.084
C 3.3070 3.9716 -0.1838 -0.144 -0.227 0.070
C 2.0720 4.3169 0.3546 -0.128 -0.172 0.015
C 1.1510 3.3156 0.5980 -0.039 0.179 0.071
N 1.3867 2.0113 0.3564 0.148 -0.286 -0.188
H 3.0410 -0.0687 -1.2204 -0.034 -0.080 0.141
H 3.9524 0.0570 0.2824 -0.148 -0.090 -0.107
H 2.9369 -2.5229 0.6747 -0.105 0.170 -0.140
H 2.4234 -2.1060 -0.9532 -0.019 0.135 0.142
H 1.9427 -4.7243 0.4962 0.131 0.021 0.018
H -0.1160 -6.0866 0.7084 0.009 -0.117 0.022
H -2.3222 -4.9165 0.6650 -0.130 0.005 -0.001
H -2.3651 -2.4759 0.3166 -0.062 -0.044 -0.001
H 2.4246 0.5145 2.1993 -0.019 -0.189 -0.148
H 2.8286 -1.1933 2.3552 -0.073 0.105 -0.154
H 1.7609 -1.6600 4.3983 0.094 -0.018 -0.039
H -0.2814 -1.7043 5.7960 -0.020 -0.059 0.080
H -2.3824 -0.7155 4.8695 -0.119 -0.009 -0.024
H -2.3519 0.2128 2.5774 -0.020 -0.031 0.034
H 4.5572 2.3157 -0.7274 0.149 -0.070 -0.019
H 4.0384 4.7272 -0.4227 0.093 0.090 -0.003
H 1.8348 5.3441 0.5817 -0.082 0.073 0.028
H 0.1870 3.5492 1.0377 -0.028 0.059 -0.079
C -0.7591 2.1394 -2.8507 0.246 -0.387 -0.325
C 0.1491 0.9397 -3.1454 -0.035 0.433 -0.118
N -0.2377 -0.3028 -2.4254 0.252 -0.075 -0.233
C -1.5193 -0.9098 -2.8787 -0.394 -0.072 0.166
C -2.7790 -0.2509 -2.2926 0.489 -0.225 -0.319
N -2.6413 0.0664 -0.8445 -0.131 -0.263 0.341
C -3.2772 1.3655 -0.5135 -0.048 0.375 0.003
C -2.5420 2.5536 -1.1701 -0.464 -0.211 0.050
N -1.1025 2.2733 -1.4085 0.146 0.166 0.371
H -1.6667 2.0568 -3.4477 0.008 0.068 0.125
H -0.2421 3.0334 -3.2086 -0.093 -0.041 0.044
H 1.1778 1.1822 -2.8507 -0.081 -0.089 -0.034
H 0.1456 0.7804 -4.2311 0.097 -0.031 0.142
H 0.4704 -0.9849 -2.7083 -0.101 0.086 0.237
H -1.4912 -1.9582 -2.5685 0.029 0.085 -0.087
H -1.5953 -0.8779 -3.9713 0.054 -0.093 0.089
H -3.6179 -0.9289 -2.4690 0.020 0.119 0.053
H -2.9994 0.6632 -2.8340 -0.105 0.039 0.055
H -3.1927 -0.6332 -0.3418 0.221 0.143 -0.075
H -3.2690 1.4763 0.5783 -0.010 -0.062 -0.123
H -4.3262 1.3880 -0.8361 0.141 -0.055 0.162
H -2.6594 3.4141 -0.5098 0.101 -0.005 -0.061
H -3.0345 2.8280 -2.1062 0.108 -0.013 0.065
H -0.6092 3.1046 -1.0863 0.001 -0.285 -0.015

No. 4
12
Properties=species:S:1:pos:R:3:forces:R:3 method="wB97M-V/def2-TZVPD" spin_multiplicity=1 lumo_energy_ev=-5.15 total_charge=+1 de_lowest_ev=1.909 e_homo_ev=-16.674 orbital_gap_ev=11.5
C 0.3670 -1.5847 0.4463 -1.271 -0.354 1.754
C -1.2060 0.2324 0.7891 1.702 1.891 2.809
N -0.1687 -0.1878 0.1742 -0.315 -2.501 -0.358
H 0.9984 -1.6257 1.3368 0.333 0.575 -0.336
H 0.8384 -2.0319 -0.3857 0.764 0.223 -1.077
H -0.4225 -2.3370 0.7177 0.064 1.260 -0.415
H -1.3552 -0.1699 1.9027 -0.577 0.298 -2.924
H -1.5322 1.2834 0.5361 -0.104 -1.445 0.143
H 0.2465 0.3428 -0.6471 -0.746 0.009 0.500
H 0.0897 2.2150 -2.1095 -1.188 2.353 -2.863
H 1.5817 2.0877 -1.2811 -4.244 -0.595 -1.465
O 0.5628 1.7756 -1.4794 5.583 -1.715 4.231

For reference, M by record: 1194.62; 906.18; 594.54; 62.09 g mol⁻¹.